No. 1
Formula: C18H17N7O2
Source: the OMol25 dataset
Level of theory: ωB97M-V/def2-TZVPD

The geometry in XYZ format:
```
44
C18H17N7O2 (ωB97M-V/def2-TZVPD)
O 3.346 1.410 1.161
O -1.478 -1.685 -1.550
N -0.059 2.354 0.599
N -3.020 0.544 0.288
N -1.758 0.820 0.626
N -4.968 -0.401 0.078
N -0.305 -2.227 0.323
N 1.860 -2.081 0.984
N -5.054 0.777 -0.525
C 1.006 -1.930 -0.025
C -2.647 -2.749 0.265
C 3.654 -1.540 -0.485
C 2.205 1.529 0.454
C 3.146 -1.883 0.756
C 1.405 -1.551 -1.307
C -3.389 2.622 -0.835
C 2.756 -1.365 -1.529
C -3.237 -1.750 1.277
C -2.110 2.928 -0.506
C 2.491 1.760 -0.861
C -1.438 -2.160 -0.440
C -3.883 1.371 -0.413
C 0.901 1.446 1.176
C -1.312 1.992 0.240
C -3.759 -0.556 0.569
C 3.904 1.777 -0.959
C 4.367 1.555 0.299
H 5.359 1.483 0.698
H -2.475 -1.433 1.992
H -2.367 -3.670 0.777
H 0.674 -1.426 -2.087
H 4.486 1.932 -1.844
H -1.663 3.868 -0.793
H 3.793 -2.018 1.613
H 0.475 0.440 1.115
H -0.382 -2.568 1.273
H 1.788 1.888 -1.658
H 0.297 3.224 0.236
H 1.071 1.681 2.235
H -4.031 3.283 -1.392
H -4.063 -2.226 1.807
H 3.107 -1.088 -2.512
H 4.714 -1.408 -0.632
H -3.405 -2.972 -0.487
```

- SMILES = O=C(CCc1nnc2ccc(NCc3ccco3)nn12)Nc1ccccn1
- LUMO energy (eV) = 0.34
- charge = 0
- HOMO (eV) = -8.50

No. 2
Formula: C12H16N6Se4TeW
Source: the OMol25 dataset
Level of theory: ωB97M-V/def2-TZVPD

The geometry in XYZ format:
```
40
C12H16N6Se4TeW (ωB97M-V/def2-TZVPD)
W 10.914 9.715 5.917
Te 11.861 12.598 5.844
Se 10.107 11.102 7.905
Se 8.265 10.481 4.744
Se 11.091 11.327 3.793
Se 11.049 9.055 8.261
N 15.407 9.290 6.052
N 10.155 8.215 5.318
N 14.803 8.395 3.848
N 13.031 8.862 5.485
N 14.667 6.986 5.785
N 7.164 9.112 5.084
C 9.366 6.089 4.728
C 9.090 7.433 5.083
C 15.765 9.230 4.605
C 14.011 9.660 6.256
C 13.229 7.402 5.901
C 7.000 5.542 4.909
C 15.521 7.849 6.517
C 6.667 6.818 5.339
C 7.648 7.863 5.198
C 13.421 8.859 4.109
C 8.309 5.166 4.534
C 15.070 7.090 4.364
H 16.743 8.735 4.598
H 16.516 7.437 6.481
H 12.816 8.113 3.519
H 13.793 9.618 7.327
H 15.872 10.207 4.195
H 12.599 6.698 5.302
H 14.474 6.315 3.896
H 8.607 4.227 4.029
H 13.942 10.711 5.986
H 6.183 4.832 4.728
H 10.367 5.688 4.521
H 13.287 9.872 3.681
H 15.129 7.866 7.607
H 12.925 7.283 6.960
H 16.136 6.878 4.251
H 5.589 7.098 5.555
```

- LUMO energy (spin up / spin down) (eV) = -9.13 / -9.68
- charge = +2
- HOMO (spin up / spin down) (eV) = -14.43 / -14.47
- expectation value of S² = 2.366
- spin multiplicity = 3

No. 3
Formula: C11H16Cl3NOPt
Source: the OMol25 dataset
Level of theory: ωB97M-V/def2-TZVPD

The geometry in XYZ format:
```
33
C11H16Cl3NOPt (ωB97M-V/def2-TZVPD)
Pt 0.372 0.073 0.446
Cl 0.461 2.378 0.389
Cl -2.108 0.059 0.735
Cl 0.406 -2.275 1.160
O 2.280 3.198 -0.065
N 0.929 0.189 3.475
C -0.616 0.863 -2.210
C -1.101 -2.789 -1.789
C -1.075 2.183 -2.629
C 0.693 0.503 -1.723
C 1.911 -1.776 -1.620
C -2.842 -0.365 -2.566
C -0.631 -1.413 -1.863
C 1.904 1.200 -2.174
C 0.792 0.209 2.308
C 0.691 -0.940 -1.473
C -1.410 -0.297 -2.281
H -3.263 -1.160 -1.951
H 3.005 3.704 0.506
H 2.080 -2.047 -2.676
H 2.811 0.785 -1.673
H -0.321 2.935 -2.422
H -1.987 2.443 -2.090
H -3.125 -0.562 -3.600
H -3.318 0.571 -2.279
H 2.778 -1.207 -1.247
H -2.008 -2.829 -1.173
H 1.852 2.281 -1.916
H -0.330 -3.381 -1.299
H -1.319 2.227 -3.686
H 1.810 -2.699 -1.007
H -1.326 -3.170 -2.791
H 2.006 1.108 -3.274
```

- LUMO energy (spin up / spin down) (eV) = 5.32 / 5.21
- charge = -2
- HOMO (spin up / spin down) (eV) = 1.04 / -1.18
- expectation value of S² = 6.039
- spin multiplicity = 5